No. 1
{"formula": "C14H19BF6O13P", "method": "ωB97M-V/def2-TZVPD", "charge": -1, "e_above_lowest_kj_mol": 181.6, "e_homo_ha": -0.184, "homo_lumo_gap_ev": 6.986, "symbols": ["C", "C", "O", "O", "C", "B", "C", "O", "C", "F", "F", "F", "P", "O", "H", "H", "H", "H", "H", "H", "H", "H", "H", "H", "C", "C", "O", "C", "O", "O", "F", "H", "H", "H", "C", "C", "O", "C", "O", "O", "F", "H", "H", "H", "C", "C", "O", "C", "O", "O", "F", "H", "H", "H"], "positions_angstrom": [[-6.7755, -0.1221, -1.4644], [-5.2217, -0.0772, -1.8692], [-4.4152, -0.5183, -1.0424], [-4.9391, 0.4108, -3.1337], [-3.5062, 0.5382, -3.3976], [-2.8503, -0.7576, -4.2055], [-3.9386, -1.5669, -5.1312], [-3.3964, -2.9223, -5.4584], [-4.2764, -3.9027, -5.0310], [-3.6928, -5.1661, -5.2636], [-4.5248, -3.8604, -3.6570], [-5.4684, -3.9150, -5.7827], [-1.7799, -1.8946, -3.0468], [-0.2725, -1.4808, -3.2437], [-7.1180, 0.8493, -1.0037], [-6.9023, -0.9656, -0.7051], [-7.3510, -0.4159, -2.4007], [-2.8834, 0.8294, -2.4943], [-3.4051, 1.4174, -4.1280], [-2.0549, -0.2803, -4.9720], [-4.0413, -1.0584, -6.1542], [-4.9747, -1.6686, -4.6869], [-1.9686, -3.2943, -3.2710], [-2.0836, -1.5670, -1.6788], [1.5589, 0.1171, 0.0178], [1.0610, 0.3574, -1.3709], [1.8130, 1.4878, -1.7897], [2.9886, 1.4139, -1.1127], [3.9707, 2.0332, -1.3990], [2.9164, 0.5397, -0.0686], [-0.2476, 0.6880, -1.3660], [1.0376, 0.7227, 0.7647], [1.4911, -0.9315, 0.3073], [1.2293, -0.4742, -2.0606], [5.4082, -1.1465, 2.9024], [4.1333, -0.3929, 3.1085], [3.9795, -0.3963, 4.5168], [5.2425, -0.4464, 5.0210], [5.5219, -0.1959, 6.1550], [6.1489, -0.8087, 4.0723], [3.0859, -1.0490, 2.5577], [5.2566, -2.2287, 2.8669], [5.9348, -0.8364, 1.9998], [4.1564, 0.6382, 2.7447], [3.8957, 3.5395, 6.0411], [2.5010, 3.0270, 6.2233], [1.9360, 3.1695, 4.9344], [2.9762, 3.0500, 4.0638], [2.8547, 2.8478, 2.8954], [4.1765, 3.1795, 4.6943], [1.8043, 3.8034, 7.0903], [3.9621, 4.6255, 6.1484], [4.6040, 3.0748, 6.7276], [2.4433, 1.9808, 6.5358]], "forces_ev_per_a": [[0.7, -0.8, -0.9], [-0.2, -0.7, 1.0], [-1.2, 1.2, -2.1], [-0.3, -0.5, 3.2], [1.6, 0.8, -1.3], [-1.1, 0.2, -0.1], [-0.6, 0.9, -0.7], [-2.7, -2.0, 1.2], [1.9, -0.4, -1.1], [-1.0, 2.2, 0.4], [-0.3, 0.0, -2.4], [1.6, 0.1, 1.9], [3.1, 2.0, -0.5], [-1.9, -1.3, 0.5], [0.4, -1.0, -0.8], [0.3, 1.3, -1.0], [0.4, 0.7, 1.2], [-1.2, -0.4, -0.7], [-0.6, -1.0, 1.1], [0.5, -0.2, 0.1], [-0.1, -0.7, 1.4], [1.1, 0.0, -0.5], [-0.1, 0.3, 0.6], [-0.3, -0.8, -0.4], [-0.2, -0.5, 0.8], [-0.7, -0.2, -0.4], [0.8, -0.2, 0.5], [0.5, 0.7, -0.3], [-0.4, -0.3, 0.3], [0.1, 0.3, -0.4], [0.0, 0.1, 0.0], [-0.1, 0.1, -0.2], [0.2, 0.1, -0.1], [-0.4, 0.1, -0.1], [0.6, -0.3, -0.6], [-0.7, 0.0, -0.5], [0.6, 0.2, 0.0], [0.5, 0.1, 1.0], [-0.2, -0.1, -0.6], [-0.5, 0.2, 0.4], [-0.1, 0.0, 0.1], [-0.2, 0.1, 0.0], [0.1, 0.1, 0.2], [-0.2, -0.1, -0.1], [0.9, 0.1, 0.5], [-0.5, 0.3, 0.3], [0.6, -0.3, 0.1], [0.0, -0.1, -1.3], [0.1, 0.1, 0.7], [-0.5, -0.1, -0.1], [-0.1, -0.1, 0.1], [-0.3, -0.1, 0.0], [0.0, -0.1, -0.2], [-0.1, 0.1, 0.1]]}

No. 2
{"formula": "C14H19ClNO2PdS3", "method": "ωB97M-V/def2-TZVPD", "charge": -1, "multiplicity": 3, "s2": 2.04, "e_homo_ha": [-0.117, -0.132], "homo_lumo_gap_ev": [5.799, 6.202], "symbols": ["Pd", "C", "C", "S", "C", "C", "S", "C", "C", "S", "H", "H", "H", "H", "H", "H", "H", "H", "H", "H", "H", "H", "N", "C", "C", "C", "C", "C", "C", "H", "H", "H", "H", "H", "Cl", "C", "C", "O", "O", "H", "H"], "positions_angstrom": [[10.4049, 8.5823, 4.9975], [12.9354, 9.5127, 8.4526], [11.5126, 9.2597, 8.8998], [10.2828, 8.7552, 7.6395], [9.2528, 10.2725, 7.6581], [9.8932, 11.5173, 7.0449], [10.5059, 11.3104, 5.3287], [12.2173, 11.9658, 5.4809], [13.1805, 11.0137, 6.1694], [13.1933, 11.2453, 7.9721], [13.1855, 8.8563, 7.6090], [13.6695, 9.3541, 9.2571], [11.1196, 10.1486, 9.3960], [11.5132, 8.4284, 9.6333], [9.0143, 10.4558, 8.7206], [8.2932, 10.0106, 7.2006], [10.7124, 11.9249, 7.6579], [9.1366, 12.3005, 6.9305], [12.1366, 12.9407, 5.9755], [12.5314, 12.1397, 4.4324], [14.2059, 11.2559, 5.8665], [12.9550, 9.9718, 5.8616], [12.2624, 8.4650, 5.1428], [12.8594, 7.4131, 4.6551], [14.3041, 7.5066, 4.6952], [15.0681, 6.4646, 4.2741], [14.4628, 5.3031, 3.7477], [13.0661, 5.1893, 3.6849], [12.2301, 6.2065, 4.1027], [14.7412, 8.4122, 5.1109], [16.1802, 6.5553, 4.3339], [15.1083, 4.4611, 3.4387], [12.6162, 4.2693, 3.2952], [11.1407, 6.1839, 4.0117], [5.4199, 8.3981, 3.1770], [6.5109, 9.2408, 4.3688], [7.9570, 8.9139, 4.3891], [8.7844, 9.4328, 3.5675], [8.3808, 8.1567, 5.3716], [6.0718, 9.0399, 5.3390], [6.4100, 10.3133, 4.1342]], "forces_ev_per_a": [[0.6, -0.5, 0.2], [0.4, 0.2, 0.0], [-0.3, -0.8, 0.8], [-0.3, 0.7, 0.6], [0.1, -0.3, 0.5], [-0.1, 0.5, -0.4], [0.3, 0.6, 0.2], [-0.5, -0.1, -0.4], [0.6, 1.0, -0.2], [0.2, -0.6, -0.4], [0.1, 0.2, 0.2], [-0.5, -0.3, -0.1], [0.0, -0.1, 0.1], [0.0, 0.4, -0.2], [0.1, 0.1, -0.3], [0.3, 0.0, -0.2], [-0.4, -0.4, -0.2], [-0.1, -0.1, 0.4], [0.2, -0.1, -0.1], [-0.2, -0.1, 0.5], [-0.1, 0.0, -0.2], [0.0, 0.2, 0.3], [0.0, 0.5, 0.1], [1.2, -1.1, -0.7], [-0.8, -0.5, 0.1], [1.1, -0.6, -0.5], [0.6, -0.5, 0.1], [0.0, -0.3, -0.1], [1.1, 1.3, 0.4], [-0.1, -0.2, -0.1], [-1.0, -0.3, -0.1], [-0.5, 0.5, 0.1], [0.2, 0.3, 0.1], [0.4, -0.1, 0.1], [0.7, 0.1, 0.2], [-1.4, 1.1, -0.2], [3.0, -1.0, 0.1], [-2.6, -0.7, 0.8], [-2.2, 1.4, -1.7], [0.0, -0.1, 0.0], [0.0, -0.5, 0.1]]}

No. 3
{"formula": "C14H19F10IN3O4S", "method": "ωB97M-V/def2-TZVPD", "charge": 1, "e_homo_ha": -0.452, "homo_lumo_gap_ev": 8.147, "symbols": ["C", "C", "F", "C", "I", "N", "C", "O", "C", "C", "C", "C", "F", "F", "C", "F", "F", "S", "F", "F", "F", "F", "F", "O", "C", "N", "C", "C", "C", "C", "O", "O", "H", "H", "H", "H", "H", "H", "H", "H", "H", "H", "H", "H", "H", "H", "H", "N", "H", "H", "H", "H"], "positions_angstrom": [[-1.9144, -3.1869, 1.9802], [-0.9207, -2.9745, 0.7405], [0.2651, -3.7619, 1.0434], [-0.5456, -1.4399, 0.4390], [0.0473, -0.7302, 2.4517], [-1.8986, -0.8464, 0.1413], [-1.7151, -0.2492, -1.2091], [-2.7363, -0.1261, -1.9138], [-0.1712, 0.1180, -1.5716], [0.3687, 1.5525, -1.0453], [-0.5072, 2.6929, -1.7566], [-0.8259, 3.9522, -0.7867], [-0.3930, 5.0941, -1.5550], [-0.0092, 3.9720, 0.3731], [-2.3786, 4.1904, -0.5202], [-3.1881, 3.9770, -1.6665], [-2.5310, 5.5827, -0.2289], [-3.1399, 3.2599, 0.9070], [-4.4216, 4.3623, 0.9138], [-4.0555, 2.3719, -0.2078], [-2.0313, 2.0210, 0.8616], [-2.3236, 4.1184, 2.0653], [-3.9144, 2.4459, 2.1361], [-0.2121, -0.0591, -3.0306], [0.9914, 0.3686, -3.6043], [2.0434, 0.7470, -4.0174], [0.5028, -1.1351, -0.7648], [0.4623, -2.3772, -1.8166], [2.0576, -0.8936, -0.3681], [2.8093, -2.2371, 0.0883], [2.9373, -2.5452, 1.3034], [3.3759, -3.0666, -0.8965], [-1.3645, -3.4253, 2.9468], [-2.5956, -2.2906, 2.1805], [-2.6133, -4.0741, 1.7728], [-1.4516, -3.3883, -0.1942], [-2.6306, -1.5474, -0.0967], [0.2866, 1.5175, 0.0892], [1.4579, 1.7362, -1.3182], [-1.4717, 2.2641, -2.2213], [0.1071, 3.0664, -2.6574], [1.1555, -2.1979, -2.7103], [0.7816, -3.3629, -1.3408], [-0.5872, -2.5317, -2.2492], [2.2020, -0.0931, 0.4357], [2.6287, -0.5080, -1.2922], [3.9368, -3.7600, -0.4706], [4.8325, -1.3167, 3.7070], [5.6969, -0.8118, 3.4918], [5.0553, -2.1661, 4.2340], [4.2182, -0.7186, 4.2672], [4.3539, -1.5710, 2.8301]], "forces_ev_per_a": [[-0.6, -0.3, 0.0], [-0.1, -0.6, 0.6], [-1.7, 1.2, -0.9], [-1.1, -1.6, 0.8], [0.3, 0.5, -0.5], [2.7, 0.2, -3.6], [-3.5, 0.9, -0.2], [4.0, -0.1, 1.7], [-0.6, -0.7, 2.0], [-1.1, -0.5, -0.7], [0.1, -0.1, 0.1], [2.1, 0.4, -2.2], [-1.1, -1.9, 1.7], [-2.2, -0.1, -2.0], [-0.7, 3.6, -1.6], [2.6, 0.4, 2.5], [0.4, -3.3, -0.4], [-4.1, -1.6, 1.5], [2.4, -1.6, 0.3], [1.5, 0.9, 2.1], [-0.9, 2.1, 0.2], [-0.9, -1.4, -2.2], [1.4, 1.2, -1.9], [3.7, 1.7, -0.6], [0.8, 0.3, 0.2], [-4.0, -1.5, 1.5], [0.4, -0.8, -1.4], [-0.1, -0.4, -0.1], [0.4, -0.3, -0.8], [0.7, -1.2, 2.1], [0.2, 1.3, -3.3], [-0.9, 1.8, 1.6], [-0.5, 0.4, -1.5], [1.1, -1.1, -0.4], [1.2, 1.2, 0.1], [1.2, 0.4, 1.2], [0.5, 0.4, 0.9], [-0.1, 0.2, -1.4], [-1.4, -0.6, 0.3], [1.3, 0.7, 1.0], [-1.0, -0.2, 1.6], [-0.9, -0.1, 1.4], [-0.4, 1.5, -0.5], [1.4, 0.3, 0.7], [-0.4, -1.5, -0.9], [-1.1, -0.7, 1.2], [-0.8, 0.7, 0.0], [0.0, 0.0, -0.1], [-0.1, -0.1, 0.0], [-0.1, 0.1, -0.1], [0.0, -0.1, -0.1], [-0.3, -0.2, -0.1]]}

No. 4
{"formula": "C14H19F2N3O", "method": "ωB97M-V/def2-TZVPD", "e_above_lowest_kj_mol": 0.0, "e_homo_ha": -0.306, "smiles": "O=C(NCCN1CCCCC1)Nc1ccc(F)cc1F", "homo_lumo_gap_ev": 8.968, "symbols": ["O", "C", "N", "H", "C", "H", "H", "C", "N", "C", "C", "C", "C", "C", "H", "H", "H", "H", "H", "H", "H", "H", "H", "H", "H", "H", "N", "C", "C", "C", "C", "C", "C", "F", "H", "F", "H", "H", "H"], "positions_angstrom": [[-0.6400, 0.5347, 2.3367], [-0.8088, 0.0787, 1.2284], [0.1900, -0.3807, 0.4257], [0.0082, -0.4319, -0.5652], [1.5692, -0.1747, 0.8102], [2.1642, -0.9963, 0.4034], [1.6007, -0.2033, 1.9003], [2.1065, 1.1850, 0.3087], [3.4625, 1.5078, 0.6716], [4.4752, 0.6508, 0.0888], [5.8401, 1.3228, 0.2232], [6.1489, 1.5804, 1.6941], [5.0177, 2.3991, 2.3073], [3.6859, 1.6840, 2.0937], [2.8680, 2.2821, 2.5008], [3.7076, 0.7191, 2.6303], [5.1869, 2.5479, 3.3749], [4.9741, 3.3760, 1.8239], [7.0987, 2.1086, 1.7949], [6.2358, 0.6267, 2.2209], [6.6071, 0.6891, -0.2256], [5.8172, 2.2722, -0.3135], [4.2376, 0.5009, -0.9678], [4.5139, -0.3391, 0.5789], [1.4580, 1.9705, 0.7087], [2.0393, 1.2108, -0.7851], [-2.0921, -0.0040, 0.7021], [-2.5980, -0.7248, -0.3646], [-2.0180, -1.8880, -0.8742], [-2.5902, -2.5657, -1.9356], [-3.7638, -2.0937, -2.4925], [-4.3947, -0.9634, -2.0011], [-3.8004, -0.3034, -0.9484], [-4.4033, 0.7962, -0.4442], [-5.3188, -0.6069, -2.4249], [-4.3178, -2.7511, -3.5285], [-2.1377, -3.4636, -2.3242], [-1.1295, -2.2839, -0.4104], [-2.7653, 0.5460, 1.2209]], "forces_ev_per_a": [[0.2, 0.2, 0.4], [-0.3, -0.1, -0.3], [0.1, 0.0, -0.2], [-0.1, 0.0, 0.1], [0.3, 0.3, 0.1], [0.0, 0.0, 0.1], [0.1, -0.1, -0.1], [-0.2, -0.2, 0.1], [0.0, -0.1, 0.0], [0.2, 0.2, -0.2], [0.0, -0.3, 0.1], [0.0, 0.2, -0.1], [0.0, -0.3, 0.2], [0.1, 0.3, 0.0], [0.0, -0.1, 0.0], [0.0, 0.0, 0.0], [0.0, 0.1, 0.0], [0.0, 0.1, 0.0], [0.0, -0.1, 0.0], [0.1, 0.0, 0.0], [0.0, 0.0, 0.0], [0.0, 0.0, -0.1], [0.0, -0.1, 0.0], [0.0, 0.0, -0.1], [-0.1, 0.0, -0.1], [-0.1, 0.0, 0.0], [-0.3, 0.5, 0.5], [-0.2, -0.2, -0.5], [-0.2, 0.2, 0.1], [-0.2, 0.0, -0.3], [0.2, 0.1, 0.2], [0.1, -0.1, 0.0], [0.3, -0.1, 0.0], [0.1, -0.1, 0.0], [-0.1, 0.1, 0.0], [0.0, 0.0, 0.0], [0.0, -0.1, -0.1], [0.1, 0.0, 0.0], [0.2, -0.1, 0.0]]}

No. 5
{"formula": "C14H19F9N4O3S", "method": "ωB97M-V/def2-TZVPD", "e_homo_ha": -0.360, "smiles": "O=C=NNC(=O)OCCC(F)(F)C(F)(F)S(F)(F)(F)(F)F.CCCC#N.CCCC#N", "homo_lumo_gap_ev": 10.083, "symbols": ["O", "C", "N", "N", "C", "O", "O", "C", "C", "C", "F", "F", "C", "F", "F", "S", "F", "F", "F", "F", "F", "H", "H", "H", "H", "H", "C", "C", "C", "C", "N", "H", "H", "H", "H", "H", "H", "H", "C", "C", "C", "C", "N", "H", "H", "H", "H", "H", "H", "H"], "positions_angstrom": [[0.7482, 3.1092, -0.0542], [0.2394, 2.2729, -0.6529], [-0.3013, 1.2972, -1.1675], [0.1301, 0.9750, -2.5053], [1.3793, 0.2836, -2.5051], [2.4081, 0.8913, -2.4823], [1.3659, -1.0658, -2.5934], [0.6471, -1.7168, -1.5351], [1.5825, -2.3965, -0.5324], [2.0364, -1.4912, 0.6161], [3.4092, -1.4818, 0.5900], [1.6665, -0.2039, 0.4522], [1.7003, -2.0208, 2.0406], [1.8597, -3.3536, 2.0939], [2.5871, -1.5061, 2.9136], [-0.0247, -1.5835, 2.6914], [-0.4942, -3.1008, 2.6474], [0.4772, -1.8270, 4.1767], [0.3896, -0.0672, 2.7856], [-0.5942, -1.4076, 1.2250], [-1.4392, -1.1917, 3.2629], [-0.6013, 0.3880, -2.8901], [0.0577, -2.4907, -1.9899], [-0.0543, -1.0531, -1.0462], [2.4652, -2.7059, -1.0827], [1.0996, -3.2995, -0.1730], [-4.9965, -0.0969, -3.8033], [-4.2236, -0.5487, -5.0375], [-3.5591, -1.9195, -4.8575], [-2.5988, -1.8916, -3.7537], [-1.8413, -1.8657, -2.8907], [-4.3386, 0.0253, -2.9414], [-5.4759, 0.8642, -3.9855], [-5.7732, -0.8171, -3.5405], [-3.4630, 0.1961, -5.2794], [-4.9022, -0.6003, -5.8899], [-3.0305, -2.2092, -5.7658], [-4.3082, -2.6836, -4.6456], [2.0640, 2.7588, 2.6312], [2.5478, 2.3209, 4.0092], [1.8641, 3.0810, 5.1516], [2.1287, 4.5190, 5.0603], [2.3358, 5.6447, 4.9802], [2.2944, 3.8077, 2.4424], [2.5519, 2.1731, 1.8528], [0.9864, 2.6228, 2.5310], [3.6284, 2.4615, 4.0730], [2.3561, 1.2539, 4.1371], [2.2284, 2.7256, 6.1158], [0.7848, 2.9245, 5.1208]], "forces_ev_per_a": [[0.1, 0.8, 0.4], [0.1, -0.7, -0.3], [0.0, 0.4, -0.4], [-0.6, -0.6, -0.1], [0.9, 0.5, 0.0], [-0.1, 0.0, 0.1], [-0.2, 0.3, 0.2], [-0.1, -0.9, 0.3], [-0.4, 0.7, -0.3], [1.1, -0.7, -0.8], [-0.2, 0.0, 0.2], [-0.2, -0.1, 0.3], [0.5, 0.2, 0.6], [-0.1, 0.3, -0.3], [-0.4, 0.2, -0.2], [-0.3, -0.8, 0.8], [0.0, 0.0, -0.1], [0.1, 0.1, 0.1], [0.1, 0.2, -0.3], [0.1, 0.3, -0.2], [-0.1, 0.0, -0.1], [0.0, -0.2, 0.2], [0.0, -0.2, -0.2], [0.0, 0.2, 0.0], [0.2, 0.0, 0.1], [-0.1, 0.0, 0.2], [0.0, 0.0, 0.0], [-0.1, 0.2, 0.1], [0.0, 0.2, 0.0], [0.0, -0.2, -0.1], [-0.5, 0.2, -0.3], [0.0, 0.0, 0.0], [0.0, 0.0, 0.0], [0.0, 0.0, 0.0], [0.0, -0.1, -0.1], [0.1, -0.1, 0.0], [0.0, -0.1, 0.0], [0.0, 0.0, 0.0], [0.1, -0.1, 0.1], [0.0, 0.0, -0.2], [0.2, -0.1, -0.1], [-0.1, 0.0, 0.1], [0.0, 0.0, 0.0], [0.0, 0.0, 0.0], [0.0, 0.0, 0.0], [0.0, 0.0, 0.0], [0.0, 0.0, 0.1], [0.0, 0.0, 0.1], [0.0, 0.0, 0.0], [0.0, 0.0, 0.0]]}

no.,energy (eV)
1,-67715.9279
2,-68918.4461
3,-73584.3939
4,-26779.9409
5,-62218.1955